No. 1
Computed, not measured: a structure of composition C7H6N2O3Sn, with ωB97M-V with the def2-TZVPD basis set.

Computed properties:
2S+1 = 1
energy above the lowest of the compared OMol25 structures with the same formula, charge and spin = 0.0 kJ/mol
Kohn-Sham gap = 0.297 Eh
net charge = +2

Geometry (Å):
O: 1.228 -5.817 2.893
C: 0.935 -4.826 2.413
Sn: 2.319 -0.678 -0.017
C: 2.895 -0.940 -2.552
C: 3.561 1.139 1.344
O: 2.900 -1.299 -3.653
O: 3.867 1.822 2.219
C: -3.041 0.473 0.260
N: -1.652 0.742 -0.116
C: -1.196 1.870 -0.794
C: 0.156 1.747 -0.953
N: 0.557 0.519 -0.364
C: -0.585 -0.031 0.118
H: -3.424 1.254 0.928
H: -3.685 0.425 -0.627
H: -3.101 -0.490 0.783
H: -1.888 2.648 -1.093
H: 0.843 2.420 -1.428
H: -0.688 -0.977 0.638

No. 2
Computed, not measured: a cluster of 2 separate species, C7H6N2OS2 in total, with ωB97M-V with the def2-TZVPD basis set.

Computed properties:
2S+1 = 1
energy above the lowest of the compared OMol25 structures with the same formula, charge and spin = 221.0 kJ/mol
Kohn-Sham gap (spin up / spin down) = 0.263 / 0.263 Eh

Geometry (Å):
C: -0.088 -1.241 -3.677
C: -0.713 1.977 1.519
C: -0.489 0.653 1.530
C: 1.083 1.685 0.299
C: 0.390 -0.920 -2.381
C: 0.893 -1.826 -1.588
C: -1.177 -0.475 2.194
N: -0.528 -1.469 -4.710
N: 0.658 0.449 0.756
O: 0.234 2.614 0.767
S: 2.348 1.984 -0.675
S: 1.488 -0.979 0.626
H: -1.464 2.585 1.978
H: 0.278 0.125 -2.111
H: 1.120 -2.867 -1.601
H: -0.468 -1.031 2.806
H: -1.584 -1.161 1.449
H: -1.983 -0.105 2.819

No. 3
Computed, not measured: a structure of composition C7H6N2S, with ωB97M-V with the def2-TZVPD basis set.

Computed properties:
2S+1 = 1
energy above the lowest of the compared OMol25 structures with the same formula, charge and spin = 235.6 kJ/mol
Kohn-Sham gap (spin up / spin down) = 0.296 / 0.288 Eh

Geometry (Å):
C: -1.740 -0.222 0.041
C: -1.304 1.085 0.231
C: -0.835 -1.300 0.134
C: 0.021 1.308 0.506
C: 0.539 -1.051 0.262
C: 0.921 0.311 0.339
C: 1.626 -2.010 0.005
N: 2.844 -1.746 -0.037
N: 2.946 1.381 -0.787
S: 2.710 0.516 0.455
H: -2.674 -0.551 -0.195
H: -1.935 1.887 0.198
H: -1.035 -2.363 0.064
H: 0.211 2.377 0.642
H: 1.447 -3.115 -0.170
H: 3.919 1.364 -1.007

No. 4
Computed, not measured: an isolated molecule of C7H6N2S, with ωB97M-V with the def2-TZVPD basis set.

Computed properties:
2S+1 = 1
structure (SMILES) = SC1N=c2ccccc2=N1
energy above the lowest of the compared OMol25 structures with the same formula, charge and spin = 143.5 kJ/mol
Kohn-Sham gap = 0.284 Eh

Geometry (Å):
S: -3.192 0.044 0.781
C: -2.222 0.241 -0.841
N: -1.316 1.255 -0.702
C: -0.176 0.712 -0.448
C: 1.053 1.476 -0.106
C: 2.177 0.802 0.292
C: 2.074 -0.614 0.575
C: 1.018 -1.357 0.189
C: -0.175 -0.739 -0.232
N: -1.331 -1.265 -0.546
H: -2.741 -1.217 0.952
H: -2.959 0.297 -1.694
H: 0.829 2.527 -0.170
H: 2.993 1.382 0.565
H: 2.980 -1.061 0.978
H: 0.990 -2.484 0.406

No. 5
Computed, not measured: an isolated molecule of C7H6N4, with ωB97M-V with the def2-TZVPD basis set.

Computed properties:
2S+1 = 1
structure (SMILES) = Cc1nnc2ccncc2n1
energy above the lowest of the compared OMol25 structures with the same formula, charge and spin = 163.0 kJ/mol
Kohn-Sham gap = 0.311 Eh

Geometry (Å):
C: 3.165 -0.477 -0.038
C: 1.738 -0.086 -0.025
N: 1.561 1.283 -0.101
N: 0.383 1.840 -0.161
C: -0.658 0.902 -0.040
C: -2.001 1.293 0.049
C: -3.044 0.392 0.157
N: -2.813 -0.926 -0.130
C: -1.565 -1.355 -0.202
C: -0.499 -0.467 0.018
N: 0.822 -0.930 0.199
H: 3.247 -1.541 -0.234
H: 3.936 0.205 -0.459
H: 3.386 -0.754 1.096
H: -2.205 2.356 0.097
H: -4.079 0.694 0.251
H: -1.375 -2.430 -0.478

No. 6
Computed, not measured: a cluster of 2 separate species, C7H6N5O2 in total, with ωB97M-V with the def2-TZVPD basis set.

Computed properties:
2S+1 = 1
energy above the lowest of the compared OMol25 structures with the same formula, charge and spin = 0.0 kJ/mol
Kohn-Sham gap = 0.348 Eh
net charge = -1

Geometry (Å):
C: -0.903 0.998 -1.067
C: -1.387 1.652 0.055
C: -0.546 -0.336 -0.956
C: -1.488 0.937 1.238
C: -0.696 -0.955 0.275
C: 3.340 -2.423 -0.548
C: 3.009 -1.015 -0.606
N: -1.164 -0.339 1.349
N: 2.372 0.921 -1.130
N: 2.780 0.957 0.118
N: 2.498 -0.291 -1.617
N: 3.187 -0.232 0.485
O: 3.857 -2.754 0.671
O: 3.200 -3.257 -1.412
H: -0.797 1.511 -2.009
H: -1.666 2.696 0.018
H: -0.126 -0.873 -1.792
H: -1.853 1.403 2.147
H: 3.856 -1.928 1.194
H: -0.423 -1.993 0.417

No. 7
Computed, not measured: a cluster of 2 separate species, C7H6NO4 in total, with ωB97M-V with the def2-TZVPD basis set.

Computed properties:
2S+1 = 2
Kohn-Sham gap (spin up / spin down) = 0.344 / 0.243 Eh

Geometry (Å):
N: 2.380 2.824 0.000
O: 3.059 3.867 0.000
O: 1.076 2.997 0.000
O: 2.871 1.679 0.000
H: 0.060 2.006 0.000
C: -1.021 1.508 0.000
O: -2.038 2.144 0.000
C: -0.843 0.036 0.000
C: 0.473 -0.456 0.000
C: 0.691 -1.829 0.000
C: -0.396 -2.714 0.000
C: -1.707 -2.211 0.000
C: -1.945 -0.836 0.000
H: 1.324 0.248 0.000
H: 1.725 -2.184 0.000
H: -0.219 -3.784 0.000
H: -2.547 -2.903 0.000
H: -2.943 -0.392 0.000

No. 8
Computed, not measured: a structure of composition C7H6O, with ωB97M-V with the def2-TZVPD basis set.

Computed properties:
2S+1 = 1
energy above the lowest of the compared OMol25 structures with the same formula, charge and spin = 484.6 kJ/mol
Kohn-Sham gap = 0.317 Eh

Geometry (Å):
C: 2.465 -1.330 0.034
C: 1.440 -0.492 -0.148
C: 1.729 0.882 -0.011
C: -0.019 -0.726 0.133
C: -1.065 0.038 -0.147
C: -2.492 -0.188 0.009
C: -3.734 -0.079 -0.038
H: 3.520 -1.017 -0.159
H: 1.931 -2.211 -0.288
H: 2.752 1.078 -0.041
H: -0.377 -1.783 0.788
H: -1.080 1.238 -0.753
H: -4.712 -0.311 0.262
O: 1.003 1.796 0.150

What did the seventh record say?
Computed, not measured: a cluster of 2 separate species, C7H6NO4 in total, with ωB97M-V with the def2-TZVPD basis set.

Computed properties:
2S+1 = 2
Kohn-Sham gap (spin up / spin down) = 0.344 / 0.243 Eh

Geometry (Å):
N: 2.380 2.824 0.000
O: 3.059 3.867 0.000
O: 1.076 2.997 0.000
O: 2.871 1.679 0.000
H: 0.060 2.006 0.000
C: -1.021 1.508 0.000
O: -2.038 2.144 0.000
C: -0.843 0.036 0.000
C: 0.473 -0.456 0.000
C: 0.691 -1.829 0.000
C: -0.396 -2.714 0.000
C: -1.707 -2.211 0.000
C: -1.945 -0.836 0.000
H: 1.324 0.248 0.000
H: 1.725 -2.184 0.000
H: -0.219 -3.784 0.000
H: -2.547 -2.903 0.000
H: -2.943 -0.392 0.000

Which of these has the highest 2S+1?
C7H6NO4